# C4H8O2

2 unconnected molecules or ions with the total composition C4H8O2 (the ωB97M-V functional and the def2-TZVPD basis, the Open Molecules 2025 dataset).

Last column: Löwdin charge in e.
Element x y z (Å)
O (0.528, 1.487, 1.460)  0.0073
C (1.104, 1.277, 0.253)  -0.2127
C (1.543, 0.060, -0.124)  -0.2638
O (1.251, -0.991, 0.670)  -0.1083
H (0.545, 0.604, 1.875)  0.1044
H (1.262, 2.189, -0.309)  0.1231
H (2.023, -0.116, -1.088)  0.1168
H (0.181, -1.242, 0.409)  0.0984
C (-1.352, -1.109, -0.126)  -0.1157
C (-1.183, 0.055, -0.795)  -0.0409
H (-1.443, -2.033, -0.696)  0.0765
H (-1.860, -1.128, 0.829)  0.0746
H (-1.417, 1.001, -0.344)  0.0634
H (-0.939, 0.094, -1.852)  0.0770

As for the SMILES: O/C=C\O.C=C.

***

# C4H8O2

A molecular structure, C4H8O2 (the ωB97M-V functional and the def2-TZVPD basis, the Open Molecules 2025 dataset).

Last column: Löwdin charge in e.
Element x y z (Å)
C (-0.033, 1.416, -1.127)  -0.0968
C (0.294, 0.848, 0.195)  -0.0467
O (-1.278, 0.155, 1.120)  -0.1235
C (-0.440, -1.024, 1.170)  -0.1610
C (0.738, -0.600, 0.274)  -0.3765
O (0.863, -1.349, -0.922)  -0.0366
H (-0.271, 0.720, -1.945)  0.0766
H (-0.788, 2.207, -1.071)  0.0857
H (0.920, 1.910, -1.378)  0.1051
H (-0.546, 0.931, 1.338)  0.0926
H (-1.005, -1.862, 0.739)  0.1256
H (-0.168, -1.286, 2.201)  0.1208
H (1.725, -0.665, 0.746)  0.1460
H (-0.009, -1.402, -1.340)  0.0887

***

# C4H8O2

A molecular structure, C4H8O2 (the ωB97M-V functional and the def2-TZVPD basis, the Open Molecules 2025 dataset).

Last column: Löwdin charge in e.
Element x y z (Å)
O (0.411, -2.096, -0.428)  -0.0603
C (-0.414, -1.384, 1.012)  -0.0389
C (0.043, 0.048, 0.999)  -0.2359
C (-0.549, 0.831, -0.151)  -0.2932
C (0.276, 1.686, -1.004)  -0.1006
O (-0.126, 0.394, -1.453)  -0.0859
H (0.453, -1.324, -1.033)  0.0639
H (-0.612, -2.180, -0.216)  0.0736
H (0.146, -1.943, 1.770)  0.0521
H (-0.315, 0.483, 1.945)  0.1266
H (1.140, 0.161, 0.993)  0.1212
H (-1.621, 1.023, -0.099)  0.1472
H (1.338, 1.789, -0.782)  0.1172
H (-0.170, 2.513, -1.554)  0.1130

***

# C4H8O2

A molecular structure, C4H8O2 (the ωB97M-V functional and the def2-TZVPD basis, the Open Molecules 2025 dataset).

Last column: Löwdin charge in e.
Element x y z (Å)
C (0.335, 0.622, -1.133)  -0.1313
O (-0.465, 1.427, -0.318)  -0.1355
C (-0.977, 0.631, 0.743)  -0.1905
C (0.174, -0.275, 1.167)  -0.1199
C (0.677, -0.815, -0.141)  -0.3287
O (-0.131, -1.798, -0.721)  -0.0588
H (1.303, 1.069, -1.345)  0.1119
H (-0.178, 0.522, -2.143)  0.1482
H (-0.165, -0.917, -1.278)  0.0579
H (-1.825, 0.019, 0.399)  0.1281
H (-1.312, 1.312, 1.526)  0.1245
H (-0.151, -1.074, 1.840)  0.1309
H (0.969, 0.314, 1.631)  0.1244
H (1.744, -1.034, -0.228)  0.1387

***

# C4H8O2

A single C4H8O2 molecule (the ωB97M-V functional and the def2-TZVPD basis, the Open Molecules 2025 dataset).

Last column: Löwdin charge in e.
Element x y z (Å)
C (-2.210, -0.604, 0.355)  -0.0712
C (-1.056, 0.213, -0.174)  -0.2340
O (0.067, 0.171, 0.739)  -0.0223
C (1.147, 0.738, 0.140)  -0.5380
C (2.399, -0.087, -0.052)  0.0151
O (1.084, 1.765, -0.481)  0.1005
H (-1.887, -1.613, 0.623)  0.0797
H (-2.681, -0.136, 1.223)  0.0788
H (-2.961, -0.684, -0.440)  0.0813
H (-0.686, -0.223, -1.109)  0.1275
H (-1.344, 1.247, -0.379)  0.1217
H (3.270, 0.451, 0.328)  0.0873
H (2.527, -0.155, -1.143)  0.0970
H (2.333, -1.083, 0.371)  0.0767

As for the SMILES: CCOC(C)=O.

***

# C4H8O2

2 unconnected molecules or ions with the total composition C4H8O2 (the ωB97M-V functional and the def2-TZVPD basis, the Open Molecules 2025 dataset).

Last column: Löwdin charge in e.
Element x y z (Å)
C (-0.005, 0.393, -1.537)  -0.1123
C (-0.449, 1.087, -0.252)  -0.1285
O (-0.719, -0.225, 0.386)  -0.1986
C (-0.296, -0.916, -0.802)  -0.1712
H (1.038, 0.549, -1.798)  0.1099
H (-0.641, 0.583, -2.398)  0.1043
H (0.334, 1.638, 0.276)  0.1083
H (-1.377, 1.661, -0.293)  0.1184
H (-1.109, -1.525, -1.205)  0.1174
H (0.580, -1.542, -0.614)  0.1171
C (0.624, -0.419, 2.007)  -0.2095
O (1.559, 0.264, 1.646)  -0.0480
H (0.620, -1.517, 1.902)  0.0952
H (-0.158, -0.032, 2.682)  0.0974

As for the SMILES: C1COC1.C=O.

***

# C4H8O2

A single C4H8O2 molecule (the ωB97M-V functional and the def2-TZVPD basis, the Open Molecules 2025 dataset).

Last column: Löwdin charge in e.
Element x y z (Å)
C (0.216, 0.034, -2.270)  -0.1082
C (0.789, -0.448, -0.936)  -0.1396
C (0.016, -0.098, 0.263)  -0.5786
O (-1.083, -0.650, 0.320)  0.0234
O (0.501, 0.554, 1.295)  -0.0021
C (-0.320, 0.539, 2.471)  -0.0350
H (0.630, -0.555, -3.097)  0.0723
H (-0.867, -0.113, -2.279)  0.0746
H (0.414, 1.088, -2.490)  0.0720
H (0.030, -1.440, -0.670)  0.2092
H (1.878, -0.218, -0.873)  0.1277
H (0.337, 0.789, 3.301)  0.0920
H (-1.106, 1.288, 2.378)  0.0979
H (-0.782, -0.437, 2.624)  0.0945

As for the SMILES: CCC(=O)OC.

***

# C4H8O2

A single C4H8O2 molecule (the ωB97M-V functional and the def2-TZVPD basis, the Open Molecules 2025 dataset).

Last column: Löwdin charge in e.
Element x y z (Å)
C (-1.898, -0.557, -0.284)  -0.0753
C (-0.567, -0.172, -0.908)  -0.2777
O (-0.101, 0.949, -0.170)  -0.1601
C (1.228, 0.999, 0.263)  -0.1803
C (1.670, -0.193, 1.097)  -0.2301
O (2.799, -0.327, 1.503)  0.0554
H (-2.550, 0.322, -0.277)  0.0802
H (-1.740, -0.858, 0.757)  0.0733
H (-2.402, -1.367, -0.821)  0.0771
H (0.147, -1.008, -0.891)  0.1154
H (-0.704, 0.110, -1.961)  0.1185
H (1.280, 1.886, 0.906)  0.1396
H (1.960, 1.154, -0.544)  0.1364
H (0.878, -0.938, 1.331)  0.1275

As for the SMILES: CCOCC=O.

***

# C4H8O2

A single C4H8O2 molecule (the ωB97M-V functional and the def2-TZVPD basis, the Open Molecules 2025 dataset).

Last column: Löwdin charge in e.
Element x y z (Å)
O (0.942, -2.036, -0.564)  0.0450
C (1.264, -1.352, 0.380)  -0.2596
C (1.006, 0.130, 0.487)  -0.1689
C (0.174, 0.686, -0.662)  -0.1902
C (-1.302, 0.322, -0.539)  -0.2652
O (-1.859, 0.890, 0.640)  -0.0701
H (1.796, -1.809, 1.243)  0.1198
H (1.988, 0.621, 0.553)  0.1221
H (0.519, 0.332, 1.452)  0.1166
H (0.258, 1.778, -0.680)  0.1159
H (0.558, 0.302, -1.613)  0.1170
H (-1.853, 0.723, -1.398)  0.1163
H (-1.420, -0.769, -0.554)  0.1177
H (-2.072, 0.182, 1.255)  0.0836

As for the SMILES: O=CCCCO.

***

# C4H8O2

A molecular structure, C4H8O2 (the ωB97M-V functional and the def2-TZVPD basis, the Open Molecules 2025 dataset).

Last column: Löwdin charge in e.
Element x y z (Å)
C (-1.690, 0.094, -0.599)  -0.0399
C (-0.343, 0.742, -0.812)  -0.3967
O (0.006, 1.626, 0.278)  -0.0461
C (0.921, 0.209, -0.258)  -0.0198
C (0.863, -0.903, 0.729)  -0.2912
O (2.036, -1.010, 1.502)  -0.0693
H (-1.797, -0.295, 0.416)  0.0765
H (-1.822, -0.731, -1.308)  0.0887
H (-2.491, 0.819, -0.773)  0.0839
H (-0.272, 1.238, -1.785)  0.1355
H (1.110, 1.534, 0.111)  0.1382
H (0.699, -1.815, 0.119)  0.1365
H (0.025, -0.832, 1.432)  0.1227
H (2.755, -0.677, 0.948)  0.0808

***

The records above yield frontier orbital gap values of 9.46; 9.26; 9.30; 11.01; 11.30; 10.37; 10.92; 10.71; 10.79; 10.13 eV, respectively.
The records above yield molecular weight values of 88.106; 88.106; 88.106; 88.106; 88.106; 88.106; 88.106; 88.106; 88.106; 88.106 g mol⁻¹, respectively.
The records above yield LUMO level values of 0.83; 0.76; 1.04; 0.97; 0.97; 1.03; 0.91; 0.97; 0.83; 0.89 eV, respectively.